C29H63HgN2O11S4 | ωB97M-V with the def2-TZVPD basis set

Last column: Mulliken charge in e.
Geometry (Å):
Hg (-0.79016, -3.79598, 1.14594)  0.928
S (-1.45682, -2.84777, 4.69799)  0.802
S (1.14227, -6.18134, -1.00468)  0.924
S (-3.21362, 1.69684, 0.17517)  0.761
S (-2.42193, -0.42870, -5.12489)  1.052
O (0.71879, -2.33728, -0.14708)  -0.859
O (-1.14749, -3.24374, 3.32024)  -0.561
O (-0.61520, -3.25866, 5.84742)  -0.651
O (-2.28343, 1.01334, -5.34102)  -0.599
O (-1.80040, 1.65093, 0.01655)  -0.546
O (-0.75377, -1.40670, 1.09879)  -0.541
O (-3.02575, -1.35120, -6.11819)  -0.693
O (-4.09556, 1.45226, -0.91728)  -0.648
O (0.56977, -0.00173, 0.15934)  0.473
O (0.53873, -5.44951, 0.12511)  -0.497
O (1.25692, -7.58801, -1.22073)  -0.633
N (2.68058, 2.17908, -3.51961)  0.227
N (2.08116, 2.65929, 3.33280)  0.229
C (-0.78786, -1.64632, -3.30308)  -0.398
C (4.03887, 1.68955, -3.20039)  -0.230
C (1.40596, -5.02871, -3.44337)  -0.873
C (0.18294, -1.26574, 0.32599)  0.868
C (-0.37550, 1.89773, 3.27580)  -0.699
C (-3.16353, -0.79310, 5.37138)  -0.766
C (-3.99017, -1.87032, 4.77451)  -0.245
C (3.23855, 3.93790, 4.99950)  -1.326
C (-3.12198, -0.61869, -3.44661)  -0.852
C (0.91819, 2.42218, -5.36150)  -1.324
C (0.31032, -5.51245, -2.52713)  -0.325
C (3.29299, 2.64474, 4.10630)  -0.493
C (-4.67737, 2.53260, 2.36888)  -0.823
C (1.72866, 1.70634, -2.49063)  0.703
C (-3.77019, 3.11986, 1.20521)  -0.599
C (2.82630, -5.32867, -1.49183)  -1.019
C (-3.23421, -3.19868, 4.95967)  -0.999
C (0.99375, 1.96215, 4.08963)  -1.013
C (5.09812, 2.42910, -4.06458)  -1.303
C (-1.85435, -0.80654, -2.56222)  0.032
C (1.30701, 2.99944, -1.80089)  -0.848
C (2.48718, -4.32322, -2.60028)  0.202
C (3.44527, 2.89742, 1.17280)  -0.800
C (2.38036, 2.10346, 1.99707)  -0.002
C (2.25744, 1.84137, -4.88040)  -0.313
C (-3.60309, 0.39991, 1.42302)  0.349
C (-0.67579, -1.11475, -4.70479)  -0.417
C (-1.69789, -0.99191, 4.79968)  0.353
C (-4.78026, 0.99097, 2.20074)  -0.681
H (-0.01121, -0.25797, -4.81604)  -0.274
H (-0.23632, 0.40500, 0.48549)  -0.499
H (0.97645, -4.43085, -4.24722)  0.367
H (3.31645, -6.24356, -1.82474)  0.435
H (2.19406, 0.75418, -4.92629)  0.343
H (-1.70613, -0.57543, 3.79242)  -0.693
H (-4.91791, 0.44637, 3.13486)  0.286
H (-4.13917, 3.84975, 0.48465)  0.535
H (-4.15598, -1.68600, 3.71308)  0.063
H (2.66260, 4.80597, 4.67883)  0.330
H (3.25923, 1.68108, 4.61456)  0.423
H (4.72133, 3.08679, -4.84789)  0.393
H (-4.99912, -1.89573, 5.18618)  0.492
H (0.92555, 1.16720, -2.99307)  -1.052
H (-3.29662, -3.57875, 5.97935)  0.372
H (4.24584, 2.69272, 3.57915)  0.362
H (4.07072, 0.60059, -3.23580)  0.304
H (0.19358, -1.61883, -2.82967)  0.286
H (0.84555, 3.68210, -2.51443)  0.308
H (-4.22376, 2.75150, 3.33554)  0.339
H (1.86135, -5.84197, -4.00847)  0.360
H (0.92186, 3.50439, -5.23142)  0.408
H (1.32759, 0.93547, 4.23994)  0.563
H (2.48410, 1.01867, 2.02074)  0.410
H (-0.46279, -1.92979, -5.39648)  0.518
H (-0.21663, 1.12601, 2.52261)  -0.131
H (-0.25609, -4.60492, -2.31816)  -0.011
H (-2.02189, -1.33712, -1.62492)  0.162
H (-3.85616, 0.17863, -3.33092)  0.426
H (-0.38648, -6.30922, -2.78738)  0.521
H (4.46573, 2.74661, 1.52495)  0.442
H (-0.61421, 2.81105, 2.73085)  0.498
H (4.17426, 1.73425, -2.11975)  0.216
H (3.35089, -3.86985, -3.08665)  0.414
H (-3.18748, -0.89612, 6.45624)  0.407
H (-2.79053, 0.28806, 2.14089)  -0.748
H (1.98270, -3.44231, -2.20329)  -0.233
H (3.01550, 2.16078, -5.59554)  0.414
H (-1.27348, 1.70327, 3.86225)  0.483
H (1.45090, 2.19886, 1.43573)  -0.333
H (-5.68001, 2.94755, 2.47193)  0.340
H (3.48508, 2.35175, 0.23006)  -0.119
H (-3.64261, -1.57548, -3.40668)  0.444
H (2.08691, 3.48880, -1.21747)  0.222
H (2.77490, 3.65035, 5.94313)  0.332
H (0.86270, 2.58629, 4.97358)  0.301
H (-0.96908, -2.71236, -3.16583)  0.121
H (-5.70117, 0.75304, 1.66838)  0.406
H (5.71152, 1.67121, -4.55186)  0.306
H (3.30639, -4.88352, -0.62037)  0.473
H (-3.57375, 0.20416, 5.21238)  0.300
H (-1.43212, 0.18014, -2.37172)  -0.071
H (0.68685, 2.05848, -6.36265)  0.380
H (2.03799, 0.95488, -1.76418)  0.391
H (-2.94494, 3.59635, 1.73438)  0.228
H (-3.71655, -0.51792, 0.84611)  0.568
H (0.10764, 2.11883, -4.69886)  0.195
H (-0.85243, -0.50477, 5.28548)  0.479
H (4.26047, 4.22169, 5.25100)  0.407
H (-3.46446, -4.04244, 4.30917)  0.467
H (3.07236, 3.90528, 0.99041)  0.285
H (0.57758, 2.84847, -1.00512)  -0.032
H (5.74828, 3.05154, -3.44980)  0.348

As for the spin multiplicity: 2. Its gap between HOMO and LUMO (spin up / spin down) is 7.32 / 6.89 eV. The value obtained for the total energy is -3825.868451 Eh. As for the HOMO energy (spin up / spin down): -7.21 / -7.95 eV. The value obtained for the lowest unoccupied orbital energy (spin up / spin down) is 0.004 / -0.039 Ha.

***

C29H64Br2N3O10S6 | ωB97M-V with the def2-TZVPD basis set

Last column: Mulliken charge in e.
Geometry (Å):
Br (3.60348, 5.38735, -2.14250)  -0.055
Br (2.46512, 8.19805, -0.29385)  -0.096
S (-4.83709, 1.40051, 4.73926)  0.435
S (-5.80831, -2.22600, 0.19069)  0.342
S (-3.33991, 2.88105, 8.74047)  0.417
S (-3.08037, -0.69521, -4.70865)  0.686
S (4.05202, -5.49047, -1.85147)  0.715
S (2.39188, -7.05514, -5.13806)  0.491
O (-4.39617, -1.73403, 0.26625)  -0.566
O (3.58343, -5.26973, -0.44678)  -0.700
O (2.80071, 1.41974, 2.36034)  -0.347
O (3.01402, -7.53532, -3.86695)  -0.543
O (-5.77716, 0.84660, 3.71498)  -0.553
O (5.57860, 2.13662, 3.28722)  -0.535
O (-3.22522, -2.16603, -4.92207)  -0.650
O (1.03685, -0.43672, -3.25117)  -0.065
O (-3.93069, 2.22501, 7.53259)  -0.464
O (3.05896, -1.64919, -3.13504)  -0.600
N (2.29748, 2.05519, 1.27916)  0.367
N (-1.38611, 1.41275, 0.68835)  -0.339
N (1.16347, 2.65959, -0.70097)  0.689
C (1.03715, 2.13329, -3.25333)  -0.341
C (-4.15434, 2.17747, 10.19019)  -0.984
C (2.33047, 6.32125, 0.42660)  -0.202
C (-1.81696, -0.54302, -0.85551)  -0.567
C (4.56316, 0.06296, 4.31599)  -0.968
C (-0.86076, 0.36558, 0.05685)  -0.022
C (1.81553, -1.60436, -2.90909)  0.660
C (0.33473, 2.72207, -1.93301)  -0.698
C (2.45444, -8.41899, -6.32006)  -0.992
C (2.13521, 5.24760, -0.76820)  -0.727
C (5.24384, -6.84494, -1.81822)  -1.040
C (5.17833, 0.76560, 3.00473)  -0.073
C (1.14519, 6.31885, 1.50905)  -0.833
C (1.95725, 3.76801, -0.20260)  0.328
C (-5.08539, 3.18830, 4.79014)  -0.929
C (5.25230, -4.19442, -2.23120)  -0.824
C (-6.40722, -1.89355, -1.48042)  -0.903
C (1.38163, 1.61555, 0.26617)  -0.927
C (1.84729, 0.76994, -3.04427)  -0.519
C (4.00888, 0.72199, 1.86992)  -0.366
C (-6.85206, -1.00291, 1.01012)  -0.873
C (-4.08526, 4.51962, 8.88572)  -0.964
C (-1.52202, -0.18816, -5.46764)  -0.707
C (-4.14785, 0.13306, -5.90717)  -1.038
C (0.71717, 0.15886, 0.25247)  0.466
C (3.61089, -6.02281, -5.98100)  -0.852
C (-3.19533, 1.46364, 3.98923)  -0.882
C (2.74292, 3.43194, 1.07928)  -0.254
C (1.03408, -2.81844, -2.23186)  -0.203
H (-2.89013, -0.42748, -0.42009)  0.302
H (3.44013, 4.08574, 1.68962)  0.236
H (-5.85856, -2.52884, -2.17725)  0.330
H (1.17011, 5.55267, -1.32576)  0.494
H (4.71563, -7.76287, -1.55956)  0.322
H (0.67988, -2.54114, -1.16750)  0.038
H (-5.23793, 2.24309, 10.07700)  0.308
H (-0.69794, 2.24777, -1.84440)  0.265
H (-2.85054, 0.44162, 3.82651)  0.352
H (-4.33365, 3.64102, 5.43759)  0.267
H (-2.50686, 1.97521, 4.66426)  0.403
H (-1.53906, -1.65338, -0.87085)  0.242
H (-7.47147, -2.12794, -1.53900)  0.396
H (-3.76990, 4.98124, 9.82311)  0.409
H (0.85409, -0.28843, 1.31198)  0.574
H (-6.23871, -0.84525, -1.73465)  0.248
H (0.49862, 5.36101, 1.46859)  0.224
H (-7.90172, -1.26706, 0.86852)  0.417
H (1.78838, -9.20885, -5.97128)  0.329
H (-1.47911, -0.54018, -6.50012)  0.470
H (6.07701, 0.20897, 2.55444)  0.351
H (6.02175, -4.16073, -1.45700)  0.389
H (3.82123, 0.80285, 4.78368)  0.266
H (-1.85590, -0.06788, -1.91837)  -0.070
H (0.07492, -3.08340, -2.81979)  0.336
H (5.70669, -4.39267, -3.20391)  0.320
H (2.65450, 0.74204, -3.87478)  0.431
H (6.01342, -6.64469, -1.07022)  0.393
H (-6.65571, -0.01076, 0.59968)  0.282
H (1.78706, 2.91107, -3.65397)  0.312
H (2.41556, 0.68706, -2.05775)  0.303
H (3.76286, -5.11708, -5.39189)  0.192
H (1.72021, -3.73652, -2.09452)  -0.108
H (0.14958, 3.84613, -2.13813)  0.281
H (4.45025, 1.21755, 0.92824)  0.322
H (5.05748, 2.50126, 4.03431)  0.371
H (-6.07820, 3.38750, 5.19496)  0.318
H (0.41809, 7.20260, 1.40774)  0.402
H (4.55662, -6.56106, -6.07028)  0.307
H (-5.18605, -0.07999, -5.65018)  0.352
H (3.37053, 6.09414, 0.87610)  0.465
H (1.65457, 6.28854, 2.54833)  0.238
H (-5.17340, 4.43762, 8.85462)  0.305
H (-3.97836, 1.21054, -5.86281)  0.330
H (5.69737, -6.95498, -2.80435)  0.315
H (-2.39620, 1.47635, 0.47548)  0.318
H (-1.43982, 0.90032, -5.43800)  0.284
H (-5.01373, 3.60313, 3.78251)  0.361
H (-3.83648, 2.71695, 11.08414)  0.396
H (3.69540, -0.35377, 1.62681)  0.354
H (4.72877, -3.23797, -2.26463)  0.131
H (-0.70170, -0.62854, -4.89973)  -0.064
H (-3.74336, 5.13017, 8.04890)  0.303
H (1.18961, -0.56002, -0.49602)  -0.401
H (3.91852, -0.82169, 3.93675)  0.282
H (0.22716, 2.02900, -4.06725)  0.120
H (2.11915, -8.06916, -7.29812)  0.367
H (3.47267, -8.80625, -6.38823)  0.310
H (-3.86126, 1.13066, 10.27682)  0.312
H (-3.24253, 1.98752, 3.03237)  0.184
H (-6.61868, -1.00635, 2.07590)  0.261
H (5.34452, -0.30976, 5.06275)  0.315
H (-3.93861, -0.23910, -6.91162)  0.333
H (3.23752, -5.75268, -6.97046)  0.411

Its gap between HOMO and LUMO is 7.20 eV. The value obtained for the total energy is -9596.541184 Eh. As for the HOMO energy: -9.96 eV. The value obtained for the lowest unoccupied orbital energy is -0.102 Ha. As for the charge: +1.